#P
{
  "formula": "C21H59N5O6",
  "method": "the ωB97M-V functional and the def2-TZVPD basis",
  "lumo_ha": 0.0205,
  "homo_lumo_gap_ha": 0.3480,
  "species": ["C", "C", "C", "O", "C", "N", "H", "H", "H", "H", "H", "H", "H", "H", "H", "H", "H", "C", "C", "C", "O", "C", "N", "H", "H", "H", "H", "H", "H", "H", "H", "H", "H", "H", "C", "C", "C", "O", "C", "N", "H", "H", "H", "H", "H", "H", "H", "H", "H", "H", "H", "C", "C", "C", "O", "C", "N", "H", "H", "H", "H", "H", "H", "H", "H", "H", "H", "H", "C", "C", "C", "O", "C", "N", "H", "H", "H", "H", "H", "H", "H", "H", "H", "H", "H", "C", "O", "H", "H", "H", "H"],
  "xyz": [[6.38, -16.08, 46.92], [5.03, -15.46, 46.56], [4.69, -15.93, 45.00], [5.87, -15.60, 44.31], [5.72, -16.13, 42.97], [3.91, -15.78, 47.28], [7.23, -15.72, 46.32], [6.25, -17.15, 47.23], [6.80, -15.78, 47.99], [5.11, -14.45, 46.47], [3.72, -15.26, 44.69], [4.31, -17.05, 45.00], [4.96, -15.57, 42.37], [5.56, -17.21, 43.02], [6.66, -15.96, 42.67], [3.09, -15.22, 47.08], [4.08, -15.26, 48.15], [2.07, -7.84, 53.48], [3.55, -8.42, 53.19], [3.68, -9.59, 52.37], [2.85, -10.62, 52.86], [2.95, -11.85, 52.28], [4.41, -7.30, 52.83], [1.40, -8.77, 53.60], [1.81, -7.51, 52.66], [2.06, -7.31, 54.48], [3.83, -8.49, 54.27], [4.65, -9.95, 52.41], [3.44, -9.48, 51.27], [3.96, -12.17, 52.45], [2.66, -11.75, 51.28], [2.29, -12.60, 52.96], [4.35, -6.45, 53.35], [5.24, -7.53, 53.08], [2.58, -15.42, 52.91], [3.74, -16.51, 52.83], [3.66, -17.47, 51.65], [2.69, -18.33, 52.04], [2.39, -19.26, 50.95], [5.05, -15.71, 52.65], [2.70, -14.61, 53.66], [1.66, -16.07, 53.16], [2.58, -15.19, 51.73], [3.72, -16.96, 53.80], [4.85, -17.97, 51.56], [3.34, -16.85, 50.83], [3.30, -19.64, 50.32], [1.63, -18.87, 50.13], [1.76, -20.19, 51.40], [5.13, -15.14, 53.59], [5.85, -16.32, 52.64], [5.69, -9.26, 49.03], [6.74, -8.71, 50.08], [7.61, -9.72, 50.76], [6.91, -10.59, 51.50], [7.82, -11.57, 52.07], [7.50, -7.49, 49.59], [5.13, -8.41, 48.81], [5.11, -10.01, 49.40], [6.27, -9.54, 47.98], [6.15, -8.08, 50.86], [8.20, -9.02, 51.49], [8.08, -10.28, 49.94], [8.17, -12.19, 51.34], [7.17, -12.24, 52.45], [8.65, -11.29, 52.63], [8.13, -7.77, 48.75], [8.06, -7.04, 50.31], [7.91, -17.42, 50.20], [8.52, -17.44, 51.63], [8.01, -18.46, 52.56], [6.70, -18.09, 53.07], [6.33, -19.20, 54.03], [9.96, -17.54, 51.35], [8.38, -18.12, 49.49], [7.96, -16.40, 49.59], [6.68, -17.49, 50.32], [8.58, -16.28, 52.08], [8.74, -18.83, 53.40], [8.08, -19.34, 52.23], [7.25, -19.34, 54.71], [6.39, -20.38, 53.59], [5.41, -18.84, 54.28], [9.97, -16.93, 50.74], [10.25, -18.28, 50.85], [5.55, -13.52, 49.75], [4.74, -14.63, 50.04], [6.63, -13.83, 49.71], [5.54, -12.76, 50.73], [5.16, -12.86, 48.93], [4.86, -14.99, 50.95]],
  "lowdin_charge": [-0.050, -0.483, -0.209, -0.214, -0.089, 0.029, 0.082, 0.085, 0.059, 0.088, 0.151, 0.143, 0.106, 0.092, 0.039, 0.085, 0.054, -0.008, -0.394, -0.205, -0.202, -0.117, 0.058, 0.101, -0.037, 0.103, 0.143, 0.086, 0.158, 0.065, 0.074, 0.125, 0.080, -0.019, -0.053, -0.402, -0.286, -0.195, -0.104, 0.020, 0.060, 0.099, 0.117, 0.108, 0.176, 0.106, 0.103, 0.105, 0.116, 0.133, 0.022, -0.032, -0.417, -0.304, -0.177, -0.053, 0.000, 0.042, 0.004, 0.135, 0.134, 0.157, 0.137, 0.056, 0.047, 0.081, 0.095, 0.053, -0.069, -0.393, -0.231, -0.234, -0.035, 0.063, 0.071, 0.087, 0.119, 0.200, 0.161, 0.037, 0.093, 0.152, 0.033, -0.056, 0.036, -0.170, -0.195, 0.074, 0.101, 0.085, 0.012]
}

#Q
{
  "formula": "C21H59N5O6",
  "method": "the ωB97M-V functional and the def2-TZVPD basis",
  "lumo_ha": 0.0113,
  "homo_lumo_gap_ha": 0.3061,
  "species": ["C", "O", "H", "H", "H", "H", "C", "C", "C", "O", "C", "N", "H", "H", "H", "H", "H", "H", "H", "H", "H", "H", "H", "C", "C", "C", "O", "C", "N", "H", "H", "H", "H", "H", "H", "H", "H", "H", "H", "H", "C", "C", "C", "O", "C", "N", "H", "H", "H", "H", "H", "H", "H", "H", "H", "H", "H", "C", "C", "C", "O", "C", "N", "H", "H", "H", "H", "H", "H", "H", "H", "H", "H", "H", "C", "C", "C", "O", "C", "N", "H", "H", "H", "H", "H", "H", "H", "H", "H", "H", "H"],
  "xyz": [[24.63, -14.28, -2.44], [24.64, -13.92, -3.82], [25.65, -14.14, -2.10], [23.95, -13.67, -1.85], [24.36, -15.32, -2.26], [25.46, -13.44, -3.98], [21.71, -14.83, -4.08], [22.56, -15.12, -5.32], [22.88, -13.90, -6.25], [21.76, -13.17, -6.72], [20.66, -13.90, -7.32], [23.75, -15.66, -4.86], [21.44, -15.76, -3.58], [20.79, -14.39, -4.47], [22.24, -14.19, -3.36], [22.04, -15.85, -5.94], [23.43, -14.19, -7.14], [23.47, -13.23, -5.62], [21.05, -14.42, -8.20], [19.94, -13.20, -7.75], [20.13, -14.46, -6.55], [23.45, -16.02, -3.96], [24.29, -14.85, -4.60], [26.97, -13.49, -3.31], [28.14, -12.94, -2.34], [28.46, -11.42, -2.56], [29.45, -10.91, -1.60], [29.86, -9.58, -1.86], [27.85, -13.41, -0.98], [26.04, -13.16, -2.83], [26.86, -14.57, -3.31], [27.07, -13.14, -4.34], [29.04, -13.49, -2.60], [27.46, -10.97, -2.51], [28.79, -11.37, -3.60], [30.64, -9.36, -1.13], [29.02, -8.93, -1.63], [30.36, -9.41, -2.82], [28.61, -12.99, -0.47], [27.04, -12.91, -0.64], [24.93, -18.34, 1.78], [24.30, -17.86, 0.49], [25.33, -17.59, -0.61], [25.96, -16.38, -0.30], [26.92, -16.02, -1.23], [23.23, -18.81, 0.13], [25.61, -17.61, 2.21], [25.48, -19.25, 1.54], [24.22, -18.74, 2.51], [23.64, -17.01, 0.63], [24.79, -17.57, -1.56], [26.12, -18.34, -0.73], [27.52, -15.13, -1.08], [26.41, -15.93, -2.19], [27.64, -16.84, -1.27], [22.46, -18.22, -0.15], [22.85, -19.23, 0.96], [18.24, -10.54, 0.65], [19.22, -11.67, 0.24], [20.23, -11.22, -0.86], [21.17, -12.27, -1.06], [22.21, -11.87, -1.99], [19.91, -11.98, 1.54], [18.82, -9.79, 1.18], [17.47, -10.79, 1.38], [17.85, -10.08, -0.26], [18.84, -12.64, -0.08], [20.81, -10.34, -0.58], [19.74, -11.16, -1.83], [22.68, -12.75, -2.42], [22.96, -11.27, -1.46], [21.85, -11.29, -2.84], [20.71, -11.37, 1.50], [20.42, -12.84, 1.36], [22.13, -20.01, -1.62], [22.04, -18.99, -2.84], [22.77, -17.64, -2.71], [22.20, -16.95, -1.58], [22.73, -15.70, -1.40], [22.56, -19.77, -3.93], [23.14, -20.23, -1.28], [21.60, -20.94, -1.83], [21.59, -19.48, -0.83], [21.02, -18.66, -3.02], [22.54, -17.15, -3.65], [23.83, -17.81, -2.53], [23.78, -15.67, -1.11], [22.15, -15.33, -0.55], [22.46, -15.16, -2.31], [23.49, -19.39, -3.89], [22.50, -20.74, -3.65]],
  "lowdin_charge": [-0.133, -0.124, 0.040, 0.092, 0.052, 0.031, -0.028, -0.433, -0.156, -0.210, -0.083, 0.037, 0.078, 0.087, 0.042, 0.128, 0.125, 0.112, 0.089, 0.080, 0.074, 0.006, -0.075, -0.063, -0.334, -0.163, -0.192, -0.109, 0.019, 0.050, 0.091, 0.115, 0.136, 0.121, 0.121, 0.085, 0.089, 0.087, 0.090, 0.098, -0.050, -0.373, -0.182, -0.162, -0.144, -0.025, 0.081, 0.081, 0.073, 0.126, 0.076, 0.134, 0.048, 0.069, 0.099, 0.044, 0.085, -0.068, -0.387, -0.210, -0.205, -0.075, 0.025, 0.071, 0.074, 0.069, 0.135, 0.125, 0.126, 0.030, 0.094, 0.097, 0.057, 0.053, -0.083, -0.388, -0.177, -0.172, -0.164, 0.037, 0.074, 0.072, 0.057, 0.133, 0.095, 0.102, 0.061, 0.127, 0.030, 0.068, 0.060]
}

Computed relative energies in units of kcal/mol: #P 59.9; #Q 0.0

#P
{
  "formula": "C3H10NS",
  "method": "the ωB97M-V functional and the def2-TZVPD basis",
  "lumo_ha": -0.1297,
  "total_charge": 1,
  "homo_lumo_gap_ha": 0.3862,
  "species": ["C", "N", "H", "H", "H", "H", "C", "S", "C", "H", "H", "H", "H", "H", "H"],
  "xyz": [[-0.48, 0.94, 1.07], [-0.27, 2.34, 0.95], [-0.10, 0.66, 2.13], [-1.44, 0.49, 0.85], [-0.84, 2.84, 0.32], [0.26, 2.82, 1.63], [1.19, -1.46, 0.26], [0.49, 0.07, -0.48], [-0.59, -0.69, -1.65], [0.66, -1.96, 1.09], [2.22, -1.08, 0.54], [1.37, -2.29, -0.39], [-1.54, -0.13, -2.21], [-0.10, -0.79, -2.69], [-0.82, -1.76, -1.44]],
  "lowdin_charge": [-0.284, 0.012, 0.149, 0.080, 0.077, 0.083, -0.266, 1.030, -0.368, 0.078, 0.075, 0.046, 0.142, 0.083, 0.061]
}

#Q
{
  "formula": "C3H10NS",
  "method": "the ωB97M-V functional and the def2-TZVPD basis",
  "lumo_ha": -0.1341,
  "total_charge": 1,
  "homo_lumo_gap_ha": 0.3619,
  "species": ["C", "C", "C", "S", "N", "H", "H", "H", "H", "H", "H", "H", "H", "H", "H"],
  "xyz": [[-1.28, 1.95, 0.16], [-0.25, 0.91, -0.23], [0.09, -0.04, 0.90], [1.18, -1.41, 0.35], [-0.83, 0.09, -1.39], [-1.54, 2.61, -0.66], [-0.86, 2.57, 0.95], [-2.17, 1.48, 0.58], [0.62, 1.39, -0.67], [0.57, 0.54, 1.67], [-0.83, -0.46, 1.31], [1.94, -1.40, 1.43], [-0.21, -0.69, -1.62], [-1.77, -0.26, -1.18], [-0.91, 0.69, -2.23]],
  "lowdin_charge": [-0.035, -0.416, -0.503, 0.760, 0.204, 0.093, 0.106, 0.096, 0.153, 0.098, 0.089, -0.118, 0.116, 0.177, 0.181]
}

Computed relative energies in units of kcal/mol: #P 49.7; #Q 0.0

#P
{
  "formula": "C3H10NS",
  "method": "the ωB97M-V functional and the def2-TZVPD basis",
  "lumo_ha": -0.2225,
  "total_charge": 1,
  "homo_lumo_gap_ha": 0.2232,
  "species": ["C", "N", "H", "H", "H", "H", "C", "C", "S", "H", "H", "H", "H", "H", "H"],
  "xyz": [[4.28, 0.73, 0.31], [3.02, 0.84, 0.46], [4.85, 1.63, 0.11], [4.69, -0.19, 0.79], [2.41, 0.24, 1.00], [2.50, 1.67, 0.24], [-3.32, -0.43, -1.06], [-2.41, -0.67, 0.06], [-0.50, -0.59, -0.30], [-3.10, -1.06, -1.86], [-3.07, 0.63, -1.23], [-4.38, -0.62, -0.70], [-2.51, -0.08, 0.90], [-2.38, -1.69, 0.29], [-0.09, -0.43, 0.98]],
  "lowdin_charge": [0.187, 0.205, 0.140, 0.147, 0.137, 0.149, -0.150, -0.523, 0.577, 0.054, 0.085, 0.120, 0.039, 0.028, -0.195]
}

#Q
{
  "formula": "C3H10NS",
  "method": "the ωB97M-V functional and the def2-TZVPD basis",
  "lumo_ha": -0.1290,
  "total_charge": 1,
  "homo_lumo_gap_ha": 0.3756,
  "species": ["C", "C", "C", "S", "N", "H", "H", "H", "H", "H", "H", "H", "H", "H", "H"],
  "xyz": [[-1.29, 1.04, -0.03], [-0.23, -0.01, 0.35], [-0.11, -1.04, -0.80], [1.49, -1.92, -0.77], [1.08, 0.73, 0.56], [-2.23, 0.50, -0.01], [-1.11, 1.42, -1.03], [-1.34, 1.87, 0.68], [-0.44, -0.48, 1.30], [-0.95, -1.72, -0.71], [-0.24, -0.61, -1.79], [1.30, -2.54, 0.39], [1.82, 0.10, 0.86], [1.36, 1.23, -0.29], [0.88, 1.43, 1.27]],
  "lowdin_charge": [-0.030, -0.387, -0.504, 0.777, 0.184, 0.100, 0.093, 0.091, 0.152, 0.097, 0.085, -0.119, 0.122, 0.176, 0.163]
}

Computed relative energies in units of kcal/mol: #P 54.9; #Q 0.0

#P
{
  "formula": "C3H5N4",
  "method": "the ωB97M-V functional and the def2-TZVPD basis",
  "lumo_ha": [-0.2449, -0.2447],
  "total_charge": 1,
  "homo_lumo_gap_ha": [0.2886, 0.2891],
  "species": ["C", "C", "C", "N", "N", "N", "N", "H", "H", "H", "H", "H"],
  "xyz": [[-0.28, -0.70, 0.12], [-0.19, 0.47, -0.45], [-0.81, 1.41, -1.29], [1.95, 0.02, 1.23], [0.77, -2.07, 1.73], [0.71, -1.20, 0.93], [1.81, 0.90, 0.49], [-1.02, -1.42, 0.14], [-1.74, 1.89, -0.76], [-0.10, 2.27, -1.61], [-1.04, 1.08, -2.35], [-0.05, -2.65, 1.83]],
  "lowdin_charge": [-0.069, 0.024, -0.057, 0.097, 0.274, -0.124, 0.147, 0.142, 0.156, 0.146, 0.139, 0.126]
}

#Q
{
  "formula": "C3H5N4",
  "method": "the ωB97M-V functional and the def2-TZVPD basis",
  "lumo_ha": -0.2140,
  "total_charge": 1,
  "homo_lumo_gap_ha": 0.2811,
  "species": ["C", "C", "C", "N", "N", "N", "N", "H", "H", "H", "H", "H"],
  "xyz": [[0.23, 1.32, -2.72], [0.34, 0.64, -1.58], [-1.23, -0.14, 1.40], [-0.60, 0.83, -0.58], [1.30, -0.27, -1.14], [0.87, -0.56, 0.15], [-0.31, 0.08, 0.34], [-0.58, -0.10, 2.34], [-1.64, -1.05, 1.18], [-1.99, 0.64, 1.14], [2.26, 0.03, -1.12], [1.36, -1.44, 0.60]],
  "lowdin_charge": [0.362, -0.423, 0.083, 0.207, 0.085, 0.070, -0.184, 0.152, 0.086, 0.142, 0.158, 0.262]
}

#R
{
  "formula": "C3H5N4",
  "method": "the ωB97M-V functional and the def2-TZVPD basis",
  "lumo_ha": [-0.2008, -0.2012],
  "total_charge": 1,
  "homo_lumo_gap_ha": [0.2597, 0.2574],
  "species": ["C", "C", "C", "N", "N", "N", "N", "H", "H", "H", "H", "H"],
  "xyz": [[2.23, 0.28, -0.47], [3.38, 0.22, 0.16], [-0.75, 0.86, 0.84], [1.18, 0.42, -0.98], [4.49, 0.39, 0.51], [-0.75, -1.21, -0.47], [-0.36, -0.18, -0.06], [0.15, 1.30, 1.38], [-1.65, 0.53, 1.38], [-0.97, 1.65, 0.14], [5.27, 0.32, 1.06], [-1.75, -1.50, -0.49]],
  "lowdin_charge": [-0.116, -0.023, -0.020, 0.242, 0.349, 0.197, -0.198, 0.120, 0.108, 0.102, 0.110, 0.129]
}

Computed relative energies in units of kcal/mol: #P 0.0; #Q 52.2; #R 2.9

#P
{
  "formula": "C4H9N2",
  "method": "the ωB97M-V functional and the def2-TZVPD basis",
  "lumo_ha": [-0.1212, -0.2658],
  "total_charge": 1,
  "s_squared": 2.007,
  "spin_multiplicity": 3,
  "homo_lumo_gap_ha": [0.2234, 0.3331],
  "species": ["C", "C", "C", "C", "N", "N", "H", "H", "H", "H", "H", "H", "H", "H", "H"],
  "xyz": [[-0.66, -0.58, -1.20], [1.05, 0.39, -0.77], [-0.82, 0.84, 0.59], [0.06, -0.92, 0.94], [-1.10, -0.52, 0.14], [0.64, 0.44, 0.62], [-1.23, 0.01, -1.90], [-0.40, -1.57, -1.55], [1.90, -0.23, -0.97], [1.06, 1.36, -1.25], [-1.06, 1.65, -0.11], [-1.22, 1.05, 1.58], [-0.17, -1.03, 2.00], [0.63, -1.77, 0.58], [1.30, 0.88, 1.27]],
  "lowdin_charge": [-0.083, 0.023, -0.056, -0.058, -0.026, -0.026, 0.100, 0.100, 0.113, 0.113, 0.149, 0.152, 0.151, 0.150, 0.199]
}

#Q
{
  "formula": "C4H9N2",
  "method": "the ωB97M-V functional and the def2-TZVPD basis",
  "lumo_ha": [-0.1415, -0.3496],
  "total_charge": 1,
  "s_squared": 2.009,
  "spin_multiplicity": 3,
  "homo_lumo_gap_ha": [0.1629, 0.1581],
  "species": ["C", "C", "C", "C", "N", "N", "H", "H", "H", "H", "H", "H", "H", "H", "H"],
  "xyz": [[1.08, -0.01, -1.46], [1.25, -1.18, -1.12], [0.89, 1.37, -1.72], [-1.12, -0.29, 1.67], [-1.63, -0.10, 0.51], [0.04, -0.79, 1.95], [1.34, -2.22, -1.19], [1.54, 1.85, -2.53], [-0.06, 1.72, -2.13], [-1.72, -0.17, 2.47], [-1.03, -0.31, -0.25], [-2.61, 0.00, 0.58], [0.27, -0.87, 2.96], [0.82, -1.03, 1.24], [0.95, 2.05, -0.97]],
  "lowdin_charge": [-0.057, 0.203, -0.057, -0.358, 0.183, 0.137, 0.067, 0.153, 0.117, 0.098, 0.060, 0.125, 0.148, 0.120, 0.062]
}

Computed relative energies in units of kcal/mol: #P 0.0; #Q 11.4

#P
{
  "formula": "C5H8N3",
  "method": "the ωB97M-V functional and the def2-TZVPD basis",
  "lumo_ha": -0.2248,
  "total_charge": 1,
  "homo_lumo_gap_ha": 0.3189,
  "species": ["C", "C", "C", "C", "C", "N", "N", "N", "H", "H", "H", "H", "H", "H", "H", "H"],
  "xyz": [[-2.16, 0.70, 0.10], [0.35, -1.96, -0.03], [-0.89, 0.41, -0.39], [0.33, 0.45, 0.46], [1.13, 1.57, -0.16], [-3.23, 0.75, 0.53], [0.97, -0.82, 0.41], [-0.86, -1.72, -0.43], [0.82, -2.95, 0.05], [-0.70, 0.49, -1.52], [0.02, 0.64, 1.45], [2.12, 1.82, 0.48], [0.43, 2.43, -0.07], [1.40, 1.46, -1.23], [1.88, -0.86, 0.96], [-1.61, -2.38, -0.61]],
  "lowdin_charge": [-0.160, -0.104, 0.026, -0.396, -0.033, 0.259, 0.054, 0.172, 0.165, 0.184, 0.153, 0.153, 0.100, 0.105, 0.198, 0.124]
}

#Q
{
  "formula": "C5H8N3",
  "method": "the ωB97M-V functional and the def2-TZVPD basis",
  "lumo_ha": -0.0887,
  "total_charge": 1,
  "homo_lumo_gap_ha": 0.4128,
  "species": ["N", "C", "C", "H", "H", "H", "C", "C", "C", "N", "N", "H", "H", "H", "H", "H"],
  "xyz": [[-1.00, -0.48, 0.74], [-1.89, -0.93, 1.35], [-2.99, -1.50, 2.12], [-3.11, -0.95, 3.07], [-2.80, -2.56, 2.35], [-3.93, -1.43, 1.55], [2.18, 0.66, -2.13], [1.13, -0.13, -1.73], [1.47, 1.41, -0.15], [2.36, 1.59, -1.13], [0.72, 0.36, -0.51], [2.80, 0.62, -3.02], [0.65, -0.98, -2.21], [1.38, 1.99, 0.76], [3.08, 2.33, -1.13], [-0.06, -0.02, 0.06]],
  "lowdin_charge": [0.239, -0.081, -0.023, 0.107, 0.107, 0.107, -0.043, -0.029, -0.055, 0.080, 0.065, 0.136, 0.137, 0.162, 0.194, -0.102]
}

Computed relative energies in units of kcal/mol: #P 67.0; #Q 0.0